No. 1
ORCA calculation (wB97M-V/def2-TZVPD) on a structure of composition C43H46LaN6PS in a non-equilibrium geometry.

Structure (XYZ):
```
98
C43H46LaN6PS (wB97M-V/def2-TZVPD)
La -0.323 -0.528 -0.204
C 0.939 2.467 3.758
C 0.788 1.408 2.707
N -0.242 1.317 1.951
N -1.257 2.189 2.166
C -2.336 2.272 1.350
N -3.306 3.088 1.755
S -2.474 1.460 -0.109
C 1.850 0.385 2.535
C 2.785 0.159 3.538
C 3.797 -0.769 3.336
C 3.856 -1.441 2.128
C 2.862 -1.192 1.195
N 1.870 -0.320 1.387
H 0.594 3.434 3.387
H 1.977 2.595 4.046
H 0.360 2.213 4.652
H -1.243 2.763 2.997
H -3.277 3.596 2.625
H -4.109 3.206 1.161
H 2.726 0.682 4.481
H 4.529 -0.953 4.111
H 4.645 -2.147 1.914
H 2.852 -1.721 0.248
C -0.713 -2.493 -1.803
C -0.894 -1.493 -2.832
C 0.363 -1.064 -3.261
C 1.359 -1.758 -2.498
C 0.718 -2.646 -1.628
C 1.354 -3.743 -0.817
C 2.831 -1.581 -2.714
C 0.684 -0.201 -4.439
C -2.223 -1.203 -3.472
C -1.685 -3.654 -1.658
H 0.990 -4.719 -1.147
H 1.138 -3.670 0.254
H 2.436 -3.752 -0.947
H 3.119 -1.957 -3.698
H 3.419 -2.124 -1.974
H 3.119 -0.527 -2.674
H 1.094 -0.824 -5.239
H 1.436 0.556 -4.205
H -0.199 0.303 -4.824
H -2.414 -1.914 -4.280
H -2.262 -0.205 -3.909
H -3.038 -1.294 -2.750
H -1.133 -4.591 -1.575
H -2.306 -3.722 -2.552
H -2.367 -3.597 -0.814
C 0.582 -6.076 3.293
C -0.112 -6.025 2.093
C -0.753 -4.859 1.706
C -0.734 -3.734 2.533
C -0.019 -3.788 3.729
C 0.636 -4.952 4.103
P -1.564 -2.199 1.963
C -2.078 -1.418 3.549
C -1.108 -0.748 4.300
C -1.414 -0.215 5.542
C -2.703 -0.325 6.044
C -3.679 -0.964 5.296
C -3.371 -1.509 4.057
C -3.173 -2.773 1.310
C -3.776 -3.981 1.652
C -5.019 -4.304 1.130
C -5.682 -3.425 0.285
C -5.099 -2.209 -0.042
C -3.849 -1.896 0.464
H 1.076 -6.991 3.593
H -0.159 -6.897 1.454
H -1.268 -4.827 0.754
H 0.016 -2.930 4.385
H 1.183 -4.984 5.037
H -0.098 -0.681 3.918
H -0.646 0.270 6.133
H -2.943 0.078 7.019
H -4.687 -1.046 5.681
H -4.150 -2.000 3.491
H -3.278 -4.669 2.323
H -5.477 -5.251 1.386
H -6.654 -3.682 -0.116
H -5.610 -1.508 -0.689
H -3.397 -0.949 0.203
N 2.617 2.713 -1.995
C 2.189 1.787 -1.118
N 0.925 1.465 -1.282
C 0.487 2.247 -2.358
C -0.751 2.327 -2.996
C -0.870 3.192 -4.062
C 0.208 3.970 -4.508
C 1.440 3.907 -3.892
C 1.552 3.039 -2.813
H 3.544 3.100 -2.052
H 2.835 1.371 -0.361
H -1.589 1.728 -2.676
H -1.818 3.275 -4.577
H 0.071 4.627 -5.356
H 2.278 4.500 -4.233
```

## Properties
orbital gap: 6.157 eV
lowest unoccupied orbital energy: -0.2189 Ha
calculated total energy: -2765.51855 a.u.
net charge: +2
2S+1: 1

No. 2
ORCA calculation (wB97M-V/def2-TZVPD) on a structure of composition C28H29BrCrN8O3S3.

Structure (XYZ):
```
73
C28H29BrCrN8O3S3 (wB97M-V/def2-TZVPD)
Cr 0.043 -0.727 -0.062
N 0.781 -3.873 1.745
C 1.296 -3.624 0.536
N 1.116 -2.554 -0.221
C 1.797 -2.702 -1.428
C 2.523 -3.828 -1.558
S 2.356 -4.814 -0.162
C 1.582 -1.724 -2.470
C 2.093 -1.772 -3.720
S 1.438 -0.507 -4.682
C 0.487 0.009 -3.321
N 0.691 -0.692 -2.229
N -0.426 0.992 -3.440
H 0.127 -3.227 2.158
H 0.990 -4.745 2.194
H 3.120 -4.152 -2.392
H 2.778 -2.489 -4.138
H -0.381 1.587 -4.248
H -0.727 1.382 -2.549
Br 2.265 0.429 0.575
C 2.163 -0.034 2.439
C 3.186 0.320 3.259
C 3.082 0.033 4.633
C 1.962 -0.577 5.116
C 0.900 -0.945 4.256
C -0.278 -1.539 4.766
C -1.299 -1.867 3.922
C -1.180 -1.636 2.535
C -0.070 -1.042 1.968
C 0.987 -0.688 2.858
H 4.052 0.838 2.870
H 3.883 0.327 5.297
H 1.853 -0.761 6.178
H -0.357 -1.719 5.831
H -2.211 -2.308 4.305
H -2.011 -1.937 1.912
C -3.611 -3.830 -2.673
N -3.308 -2.741 -1.752
C -4.285 -1.986 -1.185
C -4.013 -0.945 -0.369
C -2.633 -0.666 -0.083
O -2.199 0.257 0.626
N -1.682 -1.483 -0.612
C -1.956 -2.493 -1.494
O -1.099 -3.168 -2.037
H -4.680 -4.020 -2.663
H -3.068 -4.723 -2.373
H -3.289 -3.572 -3.681
H -5.300 -2.270 -1.428
H -4.787 -0.343 0.077
C -1.312 3.934 -2.101
S -0.788 3.194 -0.522
O -0.579 1.729 -0.832
C -2.382 3.440 0.281
C -2.400 4.302 1.367
C -3.610 4.611 1.972
C -4.782 4.051 1.487
C -4.751 3.178 0.406
C -3.547 2.871 -0.205
H -2.127 3.345 -2.518
H -0.463 3.964 -2.781
H -1.653 4.946 -1.893
H -1.476 4.732 1.737
H -3.637 5.292 2.812
H -5.730 4.302 1.944
H -5.669 2.746 0.031
H -3.513 2.195 -1.050
N -0.680 2.180 3.621
N -0.091 1.949 2.344
H -0.820 1.277 4.059
H -1.589 2.628 3.546
H 0.272 2.832 2.010
H -0.764 1.581 1.674
```

## Properties
orbital gap (spin up / spin down): 6.870 / 7.367 eV
lowest unoccupied orbital energy (spin up / spin down): -0.1227 / -0.1046 Ha
calculated total energy: -6561.01868 a.u.
net charge: +1
2S+1: 2

No. 3
ORCA calculation (wB97M-V/def2-TZVPD) on a cluster of 3 separate species, C19H40N2O7 in total.

Structure (XYZ):
```
68
C19H40N2O7 (wB97M-V/def2-TZVPD)
C 1.360 3.408 -0.859
C 0.593 2.245 -0.303
O 1.090 1.239 0.124
O -0.737 2.452 -0.319
C -1.545 1.275 -0.139
C -1.419 0.292 -1.315
C -1.050 -1.150 -0.906
C 0.112 -1.769 -1.713
C 1.441 -1.802 -0.942
C 1.814 -3.135 -0.269
C 1.305 -3.346 1.153
C -0.133 -3.851 1.323
O -0.630 -3.076 2.420
C 0.166 -1.998 2.600
O -0.115 -1.055 3.262
O 1.337 -2.153 1.946
H 1.771 4.001 -0.041
H 2.182 3.038 -1.469
H 0.715 4.053 -1.451
H -2.558 1.658 -0.040
H -1.286 0.789 0.802
H -2.373 0.277 -1.846
H -0.683 0.694 -2.014
H -1.929 -1.774 -1.047
H -0.812 -1.171 0.160
H 0.256 -1.156 -2.606
H -0.148 -2.768 -2.075
H 1.448 -1.001 -0.204
H 2.251 -1.569 -1.637
H 2.904 -3.201 -0.239
H 1.471 -3.988 -0.864
H 1.973 -4.066 1.634
H -0.799 -3.731 0.467
H -0.178 -4.906 1.594
C 5.160 5.239 0.072
O 3.807 5.650 0.082
C 3.446 6.546 1.116
C 3.742 8.021 0.818
C 5.215 8.392 0.944
N 3.256 8.441 -0.498
H 5.553 5.145 1.089
H 5.794 5.927 -0.493
H 5.199 4.263 -0.410
H 2.365 6.433 1.234
H 3.913 6.238 2.061
H 3.189 8.598 1.566
H 5.792 8.033 0.091
H 5.324 9.476 0.975
H 5.653 7.977 1.854
H 2.251 8.310 -0.551
H 3.639 7.808 -1.195
C -5.607 -6.887 -1.525
O -5.394 -5.498 -1.683
C -5.613 -4.711 -0.528
C -4.415 -4.630 0.424
C -4.200 -5.886 1.261
N -3.167 -4.304 -0.272
H -6.435 -7.085 -0.837
H -4.714 -7.403 -1.163
H -5.862 -7.289 -2.505
H -5.824 -3.705 -0.900
H -6.507 -5.060 0.003
H -4.624 -3.806 1.114
H -3.765 -6.691 0.667
H -3.512 -5.674 2.079
H -5.138 -6.244 1.688
H -3.269 -3.409 -0.738
H -3.048 -4.973 -1.030
```

## Properties
SMILES: CC(=O)OCCCCCC[C@@H]1COC(=O)O1.COC[C@@H](C)N.COC[C@@H](C)N
orbital gap: 9.932 eV
lowest unoccupied orbital energy: 0.0246 Ha
calculated total energy: -1384.11904 a.u.
net charge: 0
2S+1: 1

No. 4
ORCA calculation (wB97M-V/def2-TZVPD) on an isolated molecule of C4H7NO2 in a non-equilibrium geometry.

Structure (XYZ):
```
14
C4H7NO2 (wB97M-V/def2-TZVPD)
N 0.057 1.263 1.544
C -0.036 0.776 0.109
C -1.499 0.287 -0.253
O -1.787 0.443 -1.453
C 0.760 -0.615 0.053
C 0.943 -1.252 -1.409
O 1.832 -2.062 -1.729
H -0.210 0.625 2.303
H -0.483 2.122 1.893
H 0.387 1.425 -0.617
H -2.250 -0.081 0.499
H 1.731 -0.571 0.638
H 0.356 -1.522 0.503
H 0.201 -0.840 -2.082
```

## Properties
SMILES: N[C@H](C=O)CC=O
orbital gap: 10.126 eV
lowest unoccupied orbital energy: 0.0198 Ha
calculated total energy: -361.77233 a.u.
net charge: 0
2S+1: 1